1.
11
Properties=species:S:1:pos:R:3:mulliken_charge:R:1 method="wB97M-V/def2-TZVPD" molar_mass_g_mol=91.070 homo_ev=-8.4 e_lumo_ha=0.0252 gap_ev=9.13 energy_ha=-355.6462 de_lowest_kcal_mol=111.7
O -0.237 2.469 -0.929 -0.49
O 1.299 1.415 0.225 -0.63
N -0.612 0.451 -0.700 -0.52
N -0.500 -0.883 -0.359 -0.25
N 0.300 1.317 -0.470 1.03
C 0.357 -1.340 0.793 -0.70
H -1.476 -1.374 -0.547 0.27
H 0.516 -2.460 0.703 0.33
H 0.149 -0.864 1.725 0.28
H 1.412 -1.003 0.506 0.27
H -1.208 2.274 -0.947 0.41


2.
30
Properties=species:S:1:pos:R:3:mulliken_charge:R:1 method="wB97M-V/def2-TZVPD" molar_mass_g_mol=326.260 homo_ev=-8.6 e_lumo_ha=0.0055 gap_ev=8.79 energy_ha=-2075.3149
S 1.332 -0.328 2.277 -0.19
S 0.560 2.192 0.564 1.38
P -0.238 -2.238 0.669 -0.18
F 3.379 0.882 -1.343 -0.38
O -3.010 1.893 -0.512 -0.50
O 2.099 1.860 0.157 -0.36
O -1.541 -2.199 -0.363 -0.47
O 0.468 2.647 1.891 -0.62
O 1.179 -1.125 -1.642 -0.58
O 0.864 -3.289 0.087 -0.37
O 0.088 3.127 -0.383 -0.68
O 2.775 -1.275 -0.088 -0.57
C 2.125 0.917 -0.891 -0.03
C -0.339 0.629 0.282 -0.77
C -1.690 0.623 1.017 -0.79
C 0.607 -0.539 0.617 1.04
C -2.825 0.581 0.019 -0.89
C 1.717 -0.517 -0.465 0.06
H -0.532 0.616 -0.780 0.47
H 0.702 -0.476 -2.173 0.41
H -2.608 -0.081 -0.809 0.48
H -1.769 -0.154 1.761 0.56
H 2.585 -0.772 2.091 0.21
H 3.290 -1.500 -0.875 0.50
H -3.736 0.283 0.531 0.33
H 1.521 1.322 -1.707 0.48
H 0.395 -4.079 -0.222 0.33
H -1.794 1.589 1.497 0.44
H -2.300 -2.356 0.213 0.36
H -3.303 1.768 -1.421 0.32


3.
41
Properties=species:S:1:pos:R:3:mulliken_charge:R:1 method="wB97M-V/def2-TZVPD" molar_mass_g_mol=646.122 homo_ev=-9.4 e_lumo_ha=-0.0381 gap_ev=8.39 energy_ha=-4890.7832
I 4.458 2.009 -1.011 0.22
Br 0.203 4.306 -1.332 -0.04
S 2.198 4.285 1.495 1.08
F 1.389 0.896 -1.797 -0.33
F -4.589 0.535 -0.227 -0.22
F 2.532 0.063 0.007 -0.26
F -4.223 2.751 0.555 -0.24
F -3.425 2.068 -1.464 -0.27
O 2.536 4.907 -0.059 -0.29
O -0.105 -1.992 1.401 -0.46
O 0.763 4.368 1.934 -0.48
O 2.992 5.045 2.514 -0.58
O 2.701 2.664 1.277 -0.24
O -1.593 -3.528 1.743 -0.62
N -0.731 -2.988 1.063 0.95
C -1.019 1.301 -0.153 -0.24
C -0.814 -5.261 -1.909 -0.45
C -3.680 1.611 -0.125 0.67
C -2.281 0.821 2.161 -0.58
C 0.346 0.995 0.506 0.57
C 2.101 3.847 -0.970 0.04
C 0.885 -3.582 -2.260 -0.55
C -2.333 1.225 0.657 0.01
C 0.192 -4.707 -2.696 -0.39
C -1.126 -4.696 -0.677 -0.40
C -0.915 0.460 2.852 -0.65
C -0.423 -3.574 -0.243 -0.13
C 0.411 0.554 2.012 -0.69
C 2.472 2.512 -0.151 -0.43
C 1.662 1.150 -0.414 0.87
C 0.579 -3.008 -1.030 0.02
H 1.127 -2.131 -0.702 0.44
H 1.667 -3.154 -2.878 0.40
H -0.928 0.136 3.953 0.34
H -1.353 -6.137 -2.256 0.38
H -1.910 -5.139 -0.072 0.44
H 0.438 -5.156 -3.654 0.37
H -1.010 1.598 -1.266 0.54
H -3.284 0.808 2.716 0.33
H 2.649 3.816 -1.967 0.50
H 1.443 0.322 2.467 0.38


4.
73
Properties=species:S:1:pos:R:3:mulliken_charge:R:1 method="wB97M-V/def2-TZVPD" molar_mass_g_mol=503.666 homo_ev=-10.7 e_lumo_ha=-0.1807 gap_ev=5.82 total_charge=+1 energy_ha=-1576.3108
O -3.109 -5.037 2.304 -0.42
O 1.648 0.342 -2.194 -0.68
N 1.089 0.601 4.767 0.14
N 0.008 1.462 -0.407 0.01
C 0.959 0.462 6.203 -0.92
C -1.727 -2.067 -1.546 -0.10
C 0.421 0.792 -2.748 3.47
C -0.183 1.858 -1.805 -0.85
C -0.621 -1.244 -1.735 -0.51
C 2.118 0.915 -6.141 -0.73
C 0.125 0.166 3.907 -0.73
C 3.094 0.717 1.825 -0.02
C 0.134 -0.492 1.483 -0.84
C 2.239 1.007 4.066 -0.11
C 0.259 2.483 -6.172 -0.97
C -0.397 -2.882 1.285 -0.72
C -1.136 -4.013 1.549 -0.53
C 0.797 1.256 -4.154 -0.58
C 4.362 1.060 2.338 -0.82
C 0.645 0.189 2.591 0.70
C 0.364 3.282 -1.873 -0.64
C 1.315 1.834 -6.828 -0.47
C 2.009 0.739 2.691 0.55
C -4.484 -4.971 2.734 -0.83
C -0.605 -0.357 -2.807 -0.67
C 4.551 1.410 3.683 -0.64
C -2.690 -2.189 -2.547 -0.84
C -1.489 -0.562 -3.878 -0.43
C -2.544 -1.470 -3.729 -0.75
C 3.482 1.353 4.592 -0.85
C -2.388 -3.891 2.201 0.82
C -2.820 -2.619 2.647 -0.92
C 0.001 2.184 -4.830 -0.07
C -0.818 -1.584 1.689 1.19
C 0.116 3.866 -0.478 -0.78
C 1.868 0.631 -4.794 -0.52
C -0.177 2.653 0.434 -0.51
C -2.064 -1.488 2.353 -0.19
H 5.211 1.065 1.657 0.43
H -0.820 -0.244 4.272 0.62
H 0.247 -1.331 -1.079 0.67
H 1.099 -0.583 6.516 0.34
H 1.436 3.278 -2.092 0.40
H -0.759 -5.000 1.277 0.43
H 2.939 0.411 -6.651 0.39
H -1.214 2.687 0.826 0.31
H -1.273 1.884 -1.992 0.50
H 1.649 0.587 -1.242 0.19
H -4.839 -5.991 2.577 0.26
H -1.354 -0.032 -4.823 0.42
H 2.926 0.451 0.775 0.35
H 3.572 1.538 5.664 0.27
H 0.990 4.420 -0.115 0.34
H -0.739 4.555 -0.476 0.29
H 0.817 -0.565 0.646 0.11
H -0.659 0.731 -0.150 0.05
H -0.840 2.629 -4.290 0.45
H -0.055 0.759 6.496 0.35
H 2.503 -0.079 -4.265 0.42
H -2.475 -0.517 2.628 0.73
H -4.564 -4.694 3.796 0.33
H 1.490 2.048 -7.884 0.39
H -1.813 -2.625 -0.621 0.15
H -3.252 -1.590 -4.543 0.41
H -3.529 -2.861 -2.391 0.44
H -0.134 3.834 -2.668 0.41
H -0.385 3.215 -6.671 0.38
H 0.535 -2.965 0.718 0.29
H 1.712 1.079 6.694 0.33
H 0.483 2.649 1.313 0.13
H -5.078 -4.263 2.135 0.36
H -3.725 -2.556 3.259 0.41
H 5.545 1.680 4.027 0.41


5.
22
Properties=species:S:1:pos:R:3:mulliken_charge:R:1 method="wB97M-V/def2-TZVPD" molar_mass_g_mol=116.188 homo_ev=-12.2 e_lumo_ha=-0.1330 gap_ev=8.56 total_charge=+1 energy_ha=-362.8647 de_lowest_kcal_mol=71.8
N 1.989 0.253 -0.615 -0.60
N -0.690 -0.104 -3.214 -0.59
N -0.469 1.794 2.075 -0.25
C 0.313 0.459 -2.373 -0.06
C 0.900 -0.262 -1.421 -0.50
C -0.602 -1.942 1.217 -1.18
C -0.746 -0.592 1.857 -0.16
C -0.672 0.584 1.248 -0.25
H 2.817 -0.318 -0.756 0.29
H 0.674 1.452 -2.649 0.38
H 1.716 0.014 0.338 0.26
H -1.172 -2.013 0.289 0.37
H 0.486 2.150 1.959 0.36
H 0.618 -1.292 -1.244 0.32
H 0.434 -2.121 0.928 0.26
H -1.321 0.646 -3.459 0.27
H -0.635 0.810 0.190 0.53
H -0.299 -0.440 -4.086 0.25
H -0.773 -0.562 2.949 0.21
H -0.632 1.592 3.064 0.35
H -0.894 -2.687 1.948 0.36
H -1.043 2.578 1.754 0.38


6.
52
Properties=species:S:1:pos:R:3:mulliken_charge:R:1 method="wB97M-V/def2-TZVPD" molar_mass_g_mol=504.916 homo_ev=-6.9 e_lumo_ha=0.0083 gap_ev=7.16 energy_ha=-2023.5973 de_lowest_kcal_mol=0.0
Sr 0.792 1.129 -0.342 1.54
P 2.288 -1.824 -0.553 1.05
P 4.157 0.328 0.196 0.86
O 1.599 -1.075 -1.849 -0.48
O 1.634 -1.095 0.601 -0.79
O 3.311 1.281 -0.579 -0.85
O 4.771 -2.243 0.228 -0.60
O 5.666 0.804 0.286 -0.50
O 0.093 2.418 1.662 -0.69
O 2.272 -3.291 -0.715 -0.84
O 3.801 0.138 1.716 -0.59
N -1.446 -0.435 -0.128 0.84
N -0.679 4.306 2.569 -0.41
N -2.792 -1.486 1.615 0.03
N -2.672 -2.491 -0.594 0.11
N -3.881 -0.406 -0.273 0.12
C -3.940 -0.698 1.162 -0.75
C -1.575 -0.739 1.318 -0.75
C -3.824 -1.681 -0.994 -0.64
C -1.227 3.861 0.230 -0.19
C 4.069 -1.309 -0.583 1.19
C -2.647 0.323 -0.540 -0.76
C -0.546 3.473 1.523 0.48
C -2.761 -2.735 0.848 -0.68
C 4.646 -1.262 -1.997 -1.99
C -1.456 -1.728 -0.851 -0.93
C -0.521 3.340 -1.024 -1.68
H -1.158 5.183 2.471 0.19
H -0.703 -1.318 1.623 0.31
H -1.376 -1.530 -1.922 0.23
H -3.671 -3.302 1.056 0.35
H 4.470 -2.218 -2.493 0.41
H -2.576 0.542 -1.607 0.29
H 5.858 1.509 -0.344 0.38
H -2.221 3.400 0.314 0.29
H -0.591 -2.313 -0.534 0.28
H -1.585 0.205 1.870 0.15
H 4.195 -0.463 -2.586 0.41
H -1.898 -3.324 1.163 0.35
H -1.238 3.361 -1.853 0.20
H 3.019 -0.454 1.776 0.45
H 5.724 -1.105 -1.943 0.43
H 0.253 4.071 -1.305 0.41
H -0.254 4.065 3.448 0.26
H 4.337 -3.101 0.096 0.44
H 1.682 -1.595 -2.657 0.29
H -4.856 -1.253 1.372 0.35
H -4.739 -2.242 -0.796 0.34
H -1.415 4.946 0.267 0.39
H -3.763 -1.479 -2.066 0.34
H -3.966 0.243 1.715 0.34
H -2.661 1.271 0.002 0.01